{"formula": "C4H14N3O", "method": "wB97M-V/def2-TZVPD", "symbols": ["C", "N", "C", "N", "H", "H", "H", "H", "H", "H", "H", "H", "O", "C", "C", "N", "H", "H", "H", "H", "H", "H"], "coordinates": [[0.748, -0.886, -2.486], [0.524, -0.923, -1.034], [-0.876, -1.319, -0.707], [-1.841, -0.297, -0.973], [1.837, -0.753, -2.716], [0.318, -1.793, -2.917], [0.276, 0.038, -2.934], [1.062, -1.691, -0.615], [-0.958, -1.599, 0.364], [-1.121, -2.263, -1.283], [-1.253, 0.536, -1.139], [-2.281, -0.519, -1.868], [0.315, 0.297, 3.524], [0.532, -0.059, 2.370], [0.373, 0.888, 1.236], [0.233, 2.242, 1.818], [0.817, -1.070, 2.070], [1.193, 0.771, 0.517], [-0.581, 0.646, 0.735], [-0.154, 2.944, 1.205], [-0.299, 2.210, 2.708], [1.134, 2.602, 2.127]], "lowdin_charge": [-0.119, -0.161, -0.359, 0.004, 0.095, 0.077, 0.090, 0.111, 0.101, 0.132, 0.065, 0.088, 0.080, -0.188, -0.129, 0.202, 0.135, 0.135, 0.109, 0.174, 0.177, 0.180], "energy_ha": -400.0176, "total_charge": 1, "largest_force_ev_per_a": 2.17, "orbital_gap_ev": 9.125, "relative_energy_ev": 3.129, "e_homo_ev": -12.90}